Entry from the Open Molecules 2025 dataset: an isolated molecule of C23H42BrFNO6P (the ωB97M-V functional and the def2-TZVPD basis).

Results
HOMO (Eh): -0.325
E_LUMO (eV): 0.33
SMILES: C#CC[C@](Br)(OCCCP(=O)(OCC)OCC)[C@@](CCCCCC)(CCOC=O)NCCF
Orbital gap (eV): 9.185

Last column: Mulliken charge in e.
CARTESIAN COORDINATES (ANGSTROEM)
Br1 -0.064 -2.982 0.196  -0.07
P1 3.334 3.302 1.895  0.90
F1 0.257 0.380 -3.542  -0.31
O1 0.074 2.143 -0.015  0.46
O2 4.417 2.313 1.194  -0.31
O3 0.382 -0.446 1.015  -0.08
O4 2.769 4.374 0.820  -0.30
O5 4.010 3.924 3.041  -0.87
O6 1.723 2.313 -1.472  -0.52
N1 -1.059 -0.282 -1.274  0.33
C1 0.644 2.703 -1.110  -0.36
C2 -0.979 -6.559 -2.265  -1.34
C3 -1.954 0.907 0.695  -1.45
C4 -0.723 -2.716 3.092  -1.28
C5 -1.850 -0.130 -2.474  -0.51
C6 -3.171 -1.123 -0.064  -2.03
C7 0.977 -0.162 2.273  -0.57
C8 -0.752 -1.253 0.984  -1.07
C9 -1.060 0.773 -3.459  -0.61
C10 -1.487 -5.124 -2.528  -0.18
C11 -1.394 -1.617 2.347  -0.07
C12 -2.861 -3.189 -1.664  -0.02
C13 -3.355 -2.641 -0.315  -1.27
C14 -2.715 -4.742 -1.677  -0.93
C15 0.079 -3.434 3.649  -0.10
C16 2.097 5.491 1.420  -0.55
C17 4.701 2.630 -0.194  0.17
C18 1.955 2.222 2.500  -0.44
C19 0.568 5.349 1.495  -0.76
C20 -1.735 -0.526 -0.011  2.07
C21 2.182 0.777 1.987  -0.61
C22 5.348 1.359 -0.817  -1.24
C23 -1.364 2.099 -0.046  -1.33
H1 -1.742 2.224 -1.068  0.52
H2 -1.514 -0.760 3.018  0.52
H3 0.301 0.392 2.939  0.32
H4 -1.716 3.005 0.486  0.59
H5 -3.844 -0.586 -0.743  0.71
H6 -3.032 1.109 0.786  0.55
H7 -2.567 -5.140 -0.663  0.36
H8 -4.438 -2.846 -0.260  0.54
H9 3.127 0.379 2.367  0.86
H10 -1.504 0.592 -4.452  0.47
H11 -0.640 -4.455 -2.338  0.19
H12 -1.190 1.843 -3.261  0.24
H13 -3.618 -5.217 -2.083  0.40
H14 -3.568 -2.912 -2.458  0.49
H15 -0.311 -6.558 -1.393  0.27
H16 -2.415 -2.000 2.228  0.61
H17 -2.780 0.423 -2.297  0.25
H18 -2.054 -1.048 -3.045  0.37
H19 0.136 3.510 -1.671  0.43
H20 2.045 2.250 3.593  0.52
H21 0.981 2.629 2.219  -0.04
H22 2.300 6.349 0.764  0.36
H23 0.141 4.967 0.562  0.03
H24 -0.389 -6.932 -3.113  0.39
H25 0.669 -4.266 3.965  0.44
H26 0.164 6.363 1.623  0.50
H27 0.263 4.725 2.342  0.23
H28 3.810 2.845 -0.787  0.07
H29 5.457 3.421 -0.235  0.44
H30 5.526 0.591 -0.058  0.28
H31 -2.918 -3.195 0.525  0.27
H32 6.251 1.585 -1.391  0.35
H33 2.485 5.769 2.405  0.41
H34 -1.564 0.937 1.719  0.17
H35 -1.782 -7.288 -2.099  0.32
H36 -1.868 -2.794 -1.885  -0.08
H37 2.301 0.832 0.896  0.04
H38 -3.592 -0.939 0.936  0.66
H39 1.388 -1.049 2.769  0.16
H40 -0.180 -0.760 -1.400  0.45
H41 -1.745 -5.038 -3.595  0.32
H42 4.635 0.909 -1.523  0.28

Entry from the Open Molecules 2025 dataset: a 3-piece molecular cluster, C3H6INO overall (the ωB97M-V functional and the def2-TZVPD basis).

Results
HOMO (spin up / spin down) (Eh): -0.225 / -0.368
Spin multiplicity: 3
E_LUMO (spin up / spin down) (eV): 0.52 / -2.86
Expectation value of S²: 2.0049
Orbital gap (spin up / spin down) (eV): 6.632 / 7.148

Last column: Mulliken charge in e.
CARTESIAN COORDINATES (ANGSTROEM)
I1 -0.956 0.789 3.951  -0.10
O1 1.319 -3.223 1.162  -0.38
N1 0.875 -1.045 0.575  -0.28
C1 -0.425 0.170 -2.113  -0.64
C2 -0.210 1.116 -1.245  -0.79
C3 1.187 -2.172 0.753  0.42
H1 -1.230 -0.611 -1.874  0.30
H2 -0.915 2.398 3.804  0.09
H3 0.251 2.066 -1.435  0.36
H4 0.815 -0.502 -0.241  0.28
H5 0.105 -0.042 -3.003  0.38
H6 -0.816 1.056 -0.335  0.36

Entry from the Open Molecules 2025 dataset: C4H5N2P as an isolated structure (the ωB97M-V functional and the def2-TZVPD basis).

Results
HOMO (Eh): -0.348
E_LUMO (eV): -0.28
Orbital gap (eV): 9.200

Last column: Mulliken charge in e.
CARTESIAN COORDINATES (ANGSTROEM)
P1 -2.130 0.073 -0.262  -0.01
N1 -0.473 0.128 -0.469  -0.18
N2 -2.298 0.365 1.367  -0.44
C1 1.671 -0.152 -1.800  -0.42
C2 -0.030 0.431 0.694  -0.07
C3 -1.079 0.523 1.753  -0.16
C4 2.488 -0.769 -1.201  -0.27
H1 3.170 -1.166 -0.517  0.40
H2 -2.382 -1.280 -0.518  0.09
H3 0.801 0.177 -2.410  0.34
H4 -0.743 0.973 2.688  0.33
H5 1.005 0.698 0.675  0.40

Entry from the Open Molecules 2025 dataset: an isolated molecule of C5H9NO (the ωB97M-V functional and the def2-TZVPD basis).

Results
HOMO (Eh): -0.355
E_LUMO (eV): 0.95
SMILES: C=CCCC(N)=O
Orbital gap (eV): 10.613

Last column: Mulliken charge in e.
CARTESIAN COORDINATES (ANGSTROEM)
O1 2.179 1.138 -1.870  -0.63
N1 1.208 -0.805 -1.489  -0.31
C1 -1.011 0.363 0.180  -0.66
C2 -0.080 1.154 -0.832  -0.52
C3 1.204 0.565 -1.432  0.43
C4 -0.249 -0.165 1.327  0.08
C5 -0.609 -1.234 2.042  -0.78
H1 0.481 0.602 1.827  0.17
H2 -1.582 -1.697 1.826  0.23
H3 1.903 -1.340 -1.974  0.22
H4 -1.761 1.130 0.512  0.33
H5 -0.274 -1.513 3.020  0.31
H6 -0.644 1.714 -1.584  0.37
H7 -1.668 -0.387 -0.314  0.33
H8 0.336 1.915 -0.208  0.27
H9 0.566 -1.440 -1.030  0.17

Entry from the Open Molecules 2025 dataset: C5H6O as an isolated structure (the ωB97M-V functional and the def2-TZVPD basis).

Results
HOMO (Eh): -0.322
E_LUMO (eV): 1.15
Orbital gap (eV): 9.906

Last column: Mulliken charge in e.
CARTESIAN COORDINATES (ANGSTROEM)
O1 1.100 -0.066 -1.150  -0.47
C1 1.178 0.460 0.137  -0.28
C2 -0.327 0.118 -1.003  -0.12
C3 -0.805 -0.995 -0.050  -0.52
C4 -0.128 1.073 0.239  -0.39
C5 0.018 -0.237 0.993  -0.57
H1 0.706 -0.571 1.738  0.44
H2 2.120 0.758 0.593  0.45
H3 -0.546 -2.031 -0.289  0.29
H4 -0.775 0.360 -1.958  0.47
H5 -1.901 -0.911 0.050  0.27
H6 -0.458 2.064 0.515  0.42

Entry from the Open Molecules 2025 dataset: an isolated ion of composition C5H8NO and charge +1 (the ωB97M-V functional and the def2-TZVPD basis).

Results
HOMO (spin up / spin down) (Eh): -0.506 / -0.506
E_LUMO (spin up / spin down) (eV): -6.63 / -6.63
SMILES: C=C/C=C/[N+](C)=O
Charge: +1
Orbital gap (spin up / spin down) (eV): 7.129 / 7.131

Last column: Mulliken charge in e.
CARTESIAN COORDINATES (ANGSTROEM)
O1 1.876 1.357 -0.653  -0.31
N1 1.804 0.272 -0.219  0.56
C1 -2.190 -0.150 0.118  -0.05
C2 -3.278 0.643 -0.074  -0.63
C3 -0.801 0.401 0.110  -0.05
C4 0.298 -0.377 0.104  -0.11
C5 2.871 -0.567 -0.012  -0.59
H1 -3.163 1.770 -0.395  0.22
H2 2.464 -1.545 0.149  0.25
H3 -0.838 1.556 0.169  0.29
H4 -2.391 -1.286 0.171  0.24
H5 0.404 -1.466 0.317  0.26
H6 -4.292 0.217 0.138  0.27
H7 3.491 -0.261 0.879  0.34
H8 3.746 -0.563 -0.804  0.33

Number 1: E_tot -120354.4418 eV. Number 2: E_tot -14840.3825 eV. Number 3: E_tot -16494.1586 eV. Number 4: E_tot -8867.6856 eV. Number 5: E_tot -7325.4706 eV. Number 6: E_tot -8840.0225 eV.